# 1
Density functional theory data (wB97M-V/def2-TZVPD) for C2H2N2O3 in the gas phase at a distorted geometry.

```
! wB97M-V def2-TZVPD RIJCOSX def2/J DEFGRID3
* xyz 0 1
C -2.4897 0.9327 0.0635
C -1.4386 1.8642 -0.4478
N 0.0358 -0.0363 -0.3294
N -3.3286 0.1486 -0.0785
O -4.2501 -0.5540 -0.1363
O -1.5285 3.0670 -0.4550
O -0.2494 1.3107 -0.7153
H 0.9437 -0.2408 -0.8012
H 0.2153 -0.0044 0.7047
*
```

* HOMO-LUMO gap: 0.38681 Ha
* ΔE to the lowest compared entry with this formula, charge and spin: 4.635 eV

Atom charges from the Löwdin analysis, given in e for atoms 1 to 6: 0.121 -0.467 0.063 -0.121 0.101 0.134


# 2
Density functional theory data (wB97M-V/def2-TZVPD) for C2H2N2O3 in the gas phase at a distorted geometry.

```
! wB97M-V def2-TZVPD RIJCOSX def2/J DEFGRID3
* xyz 0 1
C 0.4886 -0.3741 0.0291
C -0.3844 0.1018 -1.1572
H 1.8182 -1.2988 0.9391
H -1.7517 0.5870 1.1051
N 0.1685 0.0588 1.1186
N -0.6705 1.1892 0.8422
O 1.8059 -0.9935 -0.0849
O -1.0738 1.0921 -0.6065
O -0.4007 -0.3625 -2.1856
*
```

* HOMO-LUMO gap: 0.39519 Ha
* SMILES: O=c1o[nH]nc1O
* ΔE to the lowest compared entry with this formula, charge and spin: 4.519 eV

Atom charges from the Löwdin analysis, given in e for atoms 1 to 6: -0.292 -0.504 0.171 0.244 0.063 0.068


# 3
Density functional theory data (wB97M-V/def2-TZVPD) for C2H2N2O3S in the gas phase at a distorted geometry.

```
! wB97M-V def2-TZVPD RIJCOSX def2/J DEFGRID3
* xyz 0 1
C 1.7999 -0.4817 -0.2504
C -0.0066 0.8538 -0.1060
H -2.4314 -1.6311 0.6495
H -1.5863 2.1355 0.4673
N -0.3858 -0.4650 0.3766
N -0.5772 1.9865 -0.1197
O 0.6783 -1.2479 0.0156
O 2.9343 -0.9434 -0.1474
O 1.3256 0.8330 -0.4583
S -1.7509 -1.0397 -0.4272
*
```

* HOMO-LUMO gap: 0.38728 Ha
* SMILES: [H]/N=c1/oc(=O)on1S
* ΔE to the lowest compared entry with this formula, charge and spin: 3.248 eV

Atom charges from the Löwdin analysis, given in e for atoms 1 to 6: -0.400 -0.526 -0.084 0.165 -0.418 0.141


# 4
Density functional theory data (wB97M-V/def2-TZVPD) for C2H2N2O4 in the gas phase at a distorted geometry.

```
! wB97M-V def2-TZVPD RIJCOSX def2/J DEFGRID3
* xyz 0 1
C -0.8682 -0.3757 0.0125
C 1.4245 -0.3556 -0.0421
H -2.7544 -0.5869 -0.5121
H 0.7253 2.2015 0.6048
N -0.4098 -1.5810 0.0412
N 0.2715 0.4093 0.2410
O -2.0800 0.0841 -0.0797
O 0.9257 -1.5943 0.0044
O 2.5378 0.0312 -0.1528
O 0.2275 1.7674 -0.1170
*
```

* HOMO-LUMO gap: 0.36068 Ha
* SMILES: O=c1onc(O)n1O
* ΔE to the lowest compared entry with this formula, charge and spin: 1.997 eV

Atom charges from the Löwdin analysis, given in e for atoms 1 to 6: -0.408 -0.495 0.211 0.134 0.097 0.017


# 5
Density functional theory data (wB97M-V/def2-TZVPD) for 3 unconnected molecules or ions with the total composition C2H2N2O4S at a distorted geometry.

```
! wB97M-V def2-TZVPD RIJCOSX def2/J DEFGRID3
* xyz 0 1
C 0.6982 1.2786 0.3800
C -0.3612 0.5141 0.3218
N 3.2680 -0.5729 0.7094
N 3.9442 -0.0392 0.0408
O 4.7114 0.4550 -0.6683
O 1.6238 1.9253 0.5105
O 1.6353 -1.7312 -0.9642
O 0.0553 -2.7421 0.6357
S 1.1841 -1.9035 0.3653
H -1.1168 0.6248 1.0036
H -0.5088 -0.0410 -0.4931
*
```

* HOMO-LUMO gap: 0.33978 Ha
* ΔE to the lowest compared entry with this formula, charge and spin: 0.000 eV

Atom charges from the Löwdin analysis, given in e for atoms 1 to 6: -0.275 -0.014 0.159 -0.276 0.131 0.201


# 6
Density functional theory data (wB97M-V/def2-TZVPD) for C2H2N2OS in the gas phase at a distorted geometry.

```
! wB97M-V def2-TZVPD RIJCOSX def2/J DEFGRID3
* xyz 0 1
C -0.3554 -0.9708 -0.1241
C 0.5266 -0.0800 -0.4088
N -1.5080 -0.7262 0.5793
N 1.3229 0.5984 -0.9879
O -0.4851 1.5561 0.9119
S -1.5522 0.5980 1.3336
H -0.2165 -1.8315 -0.7337
H 2.2677 0.8560 -0.5703
*
```

* HOMO-LUMO gap (alpha / beta): 0.29962 / 0.29959 Ha
* ΔE to the lowest compared entry with this formula, charge and spin: 2.465 eV

Atom charges from the Löwdin analysis, given in e for atoms 1 to 6: -0.260 -0.256 -0.308 0.175 -0.520 0.924


# 7
Density functional theory data (wB97M-V/def2-TZVPD) for 2 unconnected molecules or ions with the total composition C2H2N2OS at a distorted geometry.

```
! wB97M-V def2-TZVPD RIJCOSX def2/J DEFGRID3
* xyz 0 1
C -0.6204 -0.6257 -0.3519
C 1.7746 -0.6321 0.1925
N -1.1173 0.3672 0.0111
N -1.5149 1.4724 0.2387
O 1.9742 -1.7567 0.2018
S 2.1470 0.8907 -0.0044
H -0.3769 -1.1772 -1.1994
H -2.2663 1.4613 0.9115
*
```

* HOMO-LUMO gap: 0.34387 Ha
* ΔE to the lowest compared entry with this formula, charge and spin: 3.182 eV

Atom charges from the Löwdin analysis, given in e for atoms 1 to 6: 0.049 -0.917 -0.224 0.098 0.093 0.747


# 8
Density functional theory data (wB97M-V/def2-TZVPD) for 2 unconnected molecules or ions with the total composition C2H2N2OS at a distorted geometry.

```
! wB97M-V def2-TZVPD RIJCOSX def2/J DEFGRID3
* xyz 0 3
C -0.2036 -1.2674 1.0444
C 2.5352 0.8228 0.0597
N 0.5519 -1.7282 0.2514
N 1.6762 0.7926 -0.7719
O 3.2372 0.6324 0.9344
S 1.7109 -2.4447 -0.5488
H -0.9260 -0.9658 1.7514
H 1.3926 1.5284 -1.4044
*
```

* HOMO-LUMO gap (alpha / beta): 0.22484 / 0.25108 Ha
* ΔE to the lowest compared entry with this formula, charge and spin: 2.046 eV

Atom charges from the Löwdin analysis, given in e for atoms 1 to 6: -0.044 -0.478 -0.609 0.169 0.175 0.672


# 9
Density functional theory data (wB97M-V/def2-TZVPD) for C2H2N2OS2 in the gas phase at a distorted geometry.

```
! wB97M-V def2-TZVPD RIJCOSX def2/J DEFGRID3
* xyz 0 1
C -0.1729 -0.0384 1.3366
C -0.7818 -1.2903 0.8596
N 0.5087 0.3499 -0.7675
N 0.4941 0.7122 0.5318
O -1.1707 -2.1913 1.5107
S 1.2420 1.3058 -2.2049
S -0.4223 -1.2823 -0.9964
H 0.0469 0.3120 2.3909
H 0.2560 2.1223 -2.6609
*
```

* HOMO-LUMO gap: 0.30960 Ha
* SMILES: O=c1cnn(S)s1
* ΔE to the lowest compared entry with this formula, charge and spin: 2.112 eV

Atom charges from the Löwdin analysis, given in e for atoms 1 to 6: -0.170 -0.672 -0.729 -0.067 0.051 0.710


# 10
Density functional theory data (wB97M-V/def2-TZVPD) for 2 unconnected molecules or ions with the total composition C2H2N2OSi at a distorted geometry.

```
! wB97M-V def2-TZVPD RIJCOSX def2/J DEFGRID3
* xyz 0 1
C 2.5278 0.5253 -0.6426
C -1.6144 -1.0406 -0.5354
N 2.7187 -0.2977 -1.3764
N -1.9480 -1.8572 -1.2677
O -0.3019 1.2559 0.7788
Si -1.4238 0.2540 0.8317
H -2.2310 -0.0940 2.1443
H 2.2726 1.2543 0.0673
*
```

* HOMO-LUMO gap: 0.37446 Ha
* SMILES: N#C[SiH]=O.C#N
* ΔE to the lowest compared entry with this formula, charge and spin: 0.951 eV

Atom charges from the Löwdin analysis, given in e for atoms 1 to 6: -0.103 -0.305 0.058 0.090 -0.394 0.620


# 11
Density functional theory data (wB97M-V/def2-TZVPD) for 2 unconnected molecules or ions with the total composition C2H2N2OSi at a distorted geometry.

```
! wB97M-V def2-TZVPD RIJCOSX def2/J DEFGRID3
* xyz 0 1
C -2.0821 1.2140 0.0701
C 1.6931 0.3480 0.2211
N -2.4325 1.2860 -1.0207
N 2.3264 1.2844 0.3774
O -0.4272 -1.4747 0.3907
Si 0.9279 -1.2698 -0.1925
H 1.7070 -2.2495 -0.8619
H -1.7124 0.8616 1.0160
*
```

* HOMO-LUMO gap: 0.37960 Ha
* SMILES: N#C[SiH]=O.C#N
* ΔE to the lowest compared entry with this formula, charge and spin: 0.881 eV

Atom charges from the Löwdin analysis, given in e for atoms 1 to 6: -0.104 -0.303 0.052 0.103 -0.366 0.605


# 12
Density functional theory data (wB97M-V/def2-TZVPD) for C2H2N2S in the gas phase at a distorted geometry.

```
! wB97M-V def2-TZVPD RIJCOSX def2/J DEFGRID3
* xyz 0 1
C -0.1521 -0.3492 0.8553
C 0.5673 0.8647 0.8334
H -0.6892 -0.4969 -2.6929
H -0.4269 -1.0253 1.7815
N -0.4953 -0.7861 -0.2656
N 1.3258 1.5825 1.0972
S -0.1296 0.2104 -1.6089
*
```

* HOMO-LUMO gap: 0.36582 Ha
* SMILES: N#C/C=N\S
* ΔE to the lowest compared entry with this formula, charge and spin: 2.268 eV

Atom charges from the Löwdin analysis, given in e for atoms 1 to 6: -0.302 -0.367 -0.098 0.163 -0.354 0.205


# 13
Density functional theory data (wB97M-V/def2-TZVPD) for a gas-phase ion, C2H2N3O (charge +1) at a distorted geometry.

```
! wB97M-V def2-TZVPD RIJCOSX def2/J DEFGRID3
* xyz 1 1
C -0.3954 0.8112 -0.1422
C -1.9083 -1.0374 0.0525
N -1.4517 1.5135 0.0816
N -2.5457 1.7366 -0.0068
N -0.7110 -0.5893 0.0126
O -2.9104 -1.5596 -0.0402
H 0.4303 1.2911 0.2685
H 0.0824 -1.2233 0.3074
*
```

* HOMO-LUMO gap: 0.29927 Ha
* ΔE to the lowest compared entry with this formula, charge and spin: 2.252 eV

Atom charges from the Löwdin analysis, given in e for atoms 1 to 6: -0.091 -0.104 -0.050 0.329 0.171 0.388


# 14
Density functional theory data (wB97M-V/def2-TZVPD) for a gas-phase ion, C2H2N3O (charge +1) at a distorted geometry.

```
! wB97M-V def2-TZVPD RIJCOSX def2/J DEFGRID3
* xyz 1 1
C 0.2120 0.5118 -1.0718
C -0.6434 -0.9865 0.7443
N -0.2335 -0.4971 -1.9306
N -0.6015 -1.5439 -1.9028
N -0.0047 0.2832 0.1592
O -0.8596 -1.9739 0.0702
H 0.7428 1.4890 -1.3927
H -0.9652 -1.0854 1.8378
*
```

* HOMO-LUMO gap: 0.34835 Ha
* SMILES: N#[N+]/C=N\C=O
* ΔE to the lowest compared entry with this formula, charge and spin: 2.396 eV

Atom charges from the Löwdin analysis, given in e for atoms 1 to 6: -0.084 -0.093 0.148 0.392 0.186 0.075


# 15
Density functional theory data (wB97M-V/def2-TZVPD) for C2H2N4 in the gas phase at a distorted geometry.

```
! wB97M-V def2-TZVPD RIJCOSX def2/J DEFGRID3
* xyz 0 1
C -0.1582 0.8957 -0.0169
C 0.9610 0.0363 0.1146
H 0.0765 1.9625 -0.0029
H 1.9527 0.3922 0.0231
N 0.7078 -1.2728 -0.1175
N -0.5095 -1.6460 0.0058
N -1.6096 -0.8737 0.0847
N -1.4206 0.5058 -0.0908
*
```

* HOMO-LUMO gap: 0.32494 Ha
* SMILES: c1cnnnn1
* ΔE to the lowest compared entry with this formula, charge and spin: 3.130 eV

Atom charges from the Löwdin analysis, given in e for atoms 1 to 6: -0.143 -0.070 0.104 0.092 0.015 -0.065


# 16
Density functional theory data (wB97M-V/def2-TZVPD) for C2H2N4O in the gas phase at a distorted geometry.

```
! wB97M-V def2-TZVPD RIJCOSX def2/J DEFGRID3
* xyz 0 1
C 0.4288 -0.3510 -0.6052
C -1.3767 -0.0710 0.7695
H 2.1953 -0.7776 -1.2307
H -2.1878 -0.7120 1.2501
N -0.7377 -0.7653 -0.0973
N -0.7638 1.1545 1.0642
N 0.2264 1.6577 0.4035
N 0.9380 0.9212 -0.3816
O 1.2775 -1.0565 -1.1724
*
```

* HOMO-LUMO gap: 0.33478 Ha
* SMILES: Oc1ncnnn1
* ΔE to the lowest compared entry with this formula, charge and spin: 1.359 eV

Atom charges from the Löwdin analysis, given in e for atoms 1 to 6: -0.470 -0.139 0.147 0.143 0.127 -0.010


# 17
Density functional theory data (wB97M-V/def2-TZVPD) for C2H2N4O in the gas phase at a distorted geometry.

```
! wB97M-V def2-TZVPD RIJCOSX def2/J DEFGRID3
* xyz 0 1
C 1.6854 -0.9975 0.1150
C -0.4088 0.5756 0.0544
N 2.1057 -2.0429 -0.0912
N 0.0103 1.8072 -0.0258
N 1.0766 0.1457 0.3993
N -1.5628 -0.0948 -0.1150
O 1.3519 1.5005 0.0484
H -2.4639 0.2012 -0.5063
H -1.7943 -1.0950 0.1212
*
```

* HOMO-LUMO gap: 0.36140 Ha
* SMILES: N#Cn1onc1N
* ΔE to the lowest compared entry with this formula, charge and spin: 3.954 eV

Atom charges from the Löwdin analysis, given in e for atoms 1 to 6: -0.278 -0.292 0.159 0.068 0.007 0.135


# 18
Density functional theory data (wB97M-V/def2-TZVPD) for 2 unconnected molecules or ions with the total composition C2H2N4O at a distorted geometry.

```
! wB97M-V def2-TZVPD RIJCOSX def2/J DEFGRID3
* xyz 0 1
C 0.1468 -1.7363 0.3440
C -0.3177 1.3160 -0.5097
N 0.1055 -1.1120 1.3304
N -0.3085 0.9330 -1.6134
N 0.1472 -2.5808 -0.7319
N 0.0042 1.8134 0.6301
O 0.8570 -2.4526 -1.6753
H -0.5768 2.6648 0.8267
H -0.0578 1.1545 1.3991
*
```

* HOMO-LUMO gap: 0.29466 Ha
* SMILES: N#CN=O.N#CN
* ΔE to the lowest compared entry with this formula, charge and spin: 2.746 eV

Atom charges from the Löwdin analysis, given in e for atoms 1 to 6: -0.216 -0.462 0.193 0.125 -0.019 0.091


# 19
Density functional theory data (wB97M-V/def2-TZVPD) for C2H2N4O2 in the gas phase at a distorted geometry.

```
! wB97M-V def2-TZVPD RIJCOSX def2/J DEFGRID3
* xyz 0 1
C -0.4658 0.5828 -0.2898
C 1.2119 -0.8419 0.5102
H -2.0347 -0.9750 -0.5101
H 1.4243 -1.8922 0.7551
N -1.6137 0.8476 -0.7279
N 0.4225 1.6460 0.0164
N 1.5584 1.4396 0.4376
N 2.0395 0.1023 0.6629
O -2.4468 -0.1941 -0.9309
O -0.0957 -0.7152 0.0764
*
```

* HOMO-LUMO gap: 0.34016 Ha
* SMILES: O/N=c1/nnnco1
* ΔE to the lowest compared entry with this formula, charge and spin: 5.728 eV

Atom charges from the Löwdin analysis, given in e for atoms 1 to 6: -0.368 -0.159 0.098 0.141 0.063 0.098


# 20
Density functional theory data (wB97M-V/def2-TZVPD) for C2H2N4O2 in the gas phase at a distorted geometry.

```
! wB97M-V def2-TZVPD RIJCOSX def2/J DEFGRID3
* xyz 0 1
C 0.7323 0.0829 -0.2150
C -0.5146 0.6676 1.5029
H 1.5501 -0.4628 -1.6805
H -0.2207 -1.6322 -1.6364
N 0.6966 0.6597 0.9663
N -1.6589 0.5039 0.6476
N -1.5791 -0.2712 -0.3951
N -0.2342 -0.7816 -0.8376
O 1.8676 0.3908 -1.0792
O -0.6391 0.8429 2.7270
*
```

* HOMO-LUMO gap: 0.34679 Ha
* SMILES: O=c1nn[nH]c(O)n1
* ΔE to the lowest compared entry with this formula, charge and spin: 5.391 eV

Atom charges from the Löwdin analysis, given in e for atoms 1 to 6: -0.342 -0.559 0.159 0.242 0.213 0.117